Computed, not measured: an isolated molecule of C4H5NO2 in a non-equilibrium geometry, with the ωB97M-V functional and the def2-TZVPD basis.

```
12
Properties=species:S:1:pos:R:3:forces:R:3:nbo_charge:R:1
C 0.993591 -0.823430 -1.979381 0.49 -0.40 -0.49 -0.413
C -0.047392 -0.198103 -0.224881 -0.28 -0.21 0.05 0.471
C -0.095841 1.069217 0.156389 -0.11 0.11 0.00 -0.223
O -0.507568 1.285477 1.471991 0.14 -0.07 0.56 -0.471
C -0.939181 0.144561 1.971112 -0.09 0.59 0.27 0.432
O -1.335259 0.409795 3.199629 0.17 -0.26 0.09 -0.658
N 0.120487 -1.229043 -0.852483 -0.37 1.06 -0.21 -0.472
H 1.533153 -1.696250 -2.304382 0.30 -0.14 -0.39 0.209
H 0.291166 -0.476621 -2.749808 0.41 -0.25 -0.05 0.200
H 1.678059 0.014261 -1.762461 -0.11 -0.37 0.16 0.191
H -0.044563 1.922938 -0.501161 -0.51 -0.12 0.00 0.231
H -1.646651 -0.422802 3.575436 -0.04 0.06 0.01 0.502
```
Positions in Å, forces in eV/Å.

Multiplicity: 1
Energy relative to the best compared isomer or geometry (same formula, charge and spin) in kcal per mole: 126.9
Kohn-Sham gap in eV: 8.23
LUMO energy in eV: 0.345
DFT total energy in Eh: -360.46724

=====

Computed, not measured: a structure of composition C6H14ClNS in a non-equilibrium geometry, with the ωB97M-V functional and the def2-TZVPD basis.

```
23
Properties=species:S:1:pos:R:3:forces:R:3:nbo_charge:R:1
C 1.952150 0.535734 -0.518387 -0.16 -0.21 -0.14 -0.272
C 1.544487 -0.851361 -0.097956 2.62 0.05 -0.59 -0.014
C 1.266944 -1.845345 -0.934000 2.46 0.11 -0.46 -0.427
C -3.128326 0.104290 0.014571 -0.08 0.14 0.05 -0.607
C -1.606045 0.169713 -0.070647 -0.15 -0.03 0.08 -0.317
C -1.014954 1.101715 0.983879 -0.08 0.05 0.13 -0.615
H 3.491903 1.838785 -0.201394 0.00 -0.01 0.03 0.358
H 3.981282 0.316793 -0.535315 -0.06 0.01 0.10 0.358
H 1.831184 0.589809 -1.614267 0.04 -0.03 0.17 0.177
H 1.249619 1.253688 -0.079604 0.53 -0.07 -0.38 0.198
H 0.967804 -2.827960 -0.584172 0.42 0.14 -0.28 0.225
H 1.332201 -1.680801 -2.006773 0.01 -0.04 0.14 0.224
H -3.541344 -0.540333 -0.762292 0.05 0.03 0.06 0.220
H -3.444968 -0.288880 0.988826 0.10 0.05 -0.17 0.207
H -3.559160 1.106925 -0.096650 0.03 -0.08 0.00 0.202
H -1.321080 0.531420 -1.064009 0.00 0.00 -0.01 0.208
H 0.073861 1.164495 0.894573 -0.78 0.04 0.43 0.204
H -1.432391 2.110078 0.878100 0.02 -0.11 -0.01 0.209
H -1.253845 0.744036 1.992733 0.04 0.03 -0.15 0.211
H -1.273531 -1.802072 1.232918 -0.66 -0.02 -0.16 0.113
N 3.284804 0.861326 -0.036286 0.18 0.09 -0.17 -0.819
S -0.850088 -1.493360 -0.008796 -5.49 -0.22 1.29 -0.032
Cl 1.449483 -1.098699 1.624938 0.94 0.10 0.04 -0.011
```
Positions in Å, forces in eV/Å.

Multiplicity: 1
Energy relative to the best compared isomer or geometry (same formula, charge and spin) in kcal per mole: 35.2
Kohn-Sham gap in eV: 8.12
LUMO energy in eV: 0.794
DFT total energy in Eh: -1150.02669

=====

Computed, not measured: a cluster of 2 separate species, C7H10FINP in total, with the ωB97M-V functional and the def2-TZVPD basis.

```
21
Properties=species:S:1:pos:R:3:forces:R:3:nbo_charge:R:1
N 0.321683 -2.264490 1.881535 -0.19 0.16 0.19 -0.816
C -0.958332 -2.229453 2.586110 0.14 -0.18 -0.05 -0.516
P -2.245315 -1.321416 1.587555 -0.02 -0.03 -0.19 0.345
I -4.288025 -2.450448 2.300440 -0.09 0.05 0.09 -0.143
H 0.192450 -2.600206 0.936025 0.02 -0.17 -0.08 0.352
H 0.673412 -1.321606 1.787497 0.20 0.05 0.01 0.368
H -1.319574 -3.246188 2.753131 0.05 0.07 0.00 0.218
H -0.817919 -1.758704 3.559326 -0.05 -0.08 -0.03 0.218
H -2.382392 -0.185506 2.412561 -0.07 0.05 0.07 -0.024
F 1.113484 0.577834 0.882993 -0.02 -0.02 -0.04 -0.344
C 1.010056 1.000045 -0.403596 -0.01 0.04 0.09 0.395
C 1.849023 2.013137 -0.814738 0.02 0.04 -0.05 -0.285
C 1.731530 2.471330 -2.118590 0.03 0.03 0.00 -0.186
C 0.788364 1.920327 -2.973449 -0.01 -0.02 -0.01 -0.229
C -0.037339 0.899412 -2.525432 -0.01 -0.07 -0.05 -0.185
C 0.068372 0.418693 -1.227294 0.02 0.07 0.01 -0.292
H 2.568223 2.430989 -0.124245 0.00 -0.01 0.01 0.232
H 2.379728 3.265909 -2.463691 0.00 0.00 0.00 0.218
H 0.697584 2.285129 -3.987412 0.00 0.00 0.00 0.218
H -0.772062 0.465525 -3.190765 -0.01 0.00 0.00 0.219
H -0.572950 -0.370314 -0.857959 0.00 0.02 0.03 0.236
```
Positions in Å, forces in eV/Å.

Multiplicity: 1
SMILES string: Fc1ccccc1.NCPI
Kohn-Sham gap in eV: 9.12
LUMO energy in eV: 0.159
DFT total energy in Eh: -1066.39993

=====

Computed, not measured: a cluster of 2 separate species, C36H41NO2SSi in total in a non-equilibrium geometry, with the ωB97M-V functional and the def2-TZVPD basis.

```
82
Properties=species:S:1:pos:R:3:forces:R:3:lowdin_charge:R:1
C -4.192349 7.366469 -0.654830 -0.18 -0.59 0.61 -0.070
O -4.471128 6.662709 0.578353 -0.01 0.45 -0.65 -0.102
C -4.432245 5.304426 0.571439 0.17 -1.11 -0.23 -0.275
C -4.680213 4.655235 1.813878 0.26 1.04 -0.69 -0.017
C -4.531321 3.295976 1.920938 0.15 -0.38 -0.86 -0.114
C -4.170825 2.515162 0.787529 -0.22 2.34 -0.44 -0.721
S -4.011201 0.856535 0.931948 0.96 -2.15 0.81 0.818
C -3.985313 3.162761 -0.467802 -0.17 -0.56 1.20 -0.115
C -4.129696 4.530555 -0.582623 -0.19 1.19 0.55 -0.039
H -4.278785 8.417661 -0.385730 0.03 -0.07 -0.15 0.087
H -3.174400 7.145329 -1.015439 -0.32 0.05 0.13 0.094
H -4.931002 7.107520 -1.430947 0.24 0.10 0.24 0.093
H -4.969431 5.268967 2.670355 0.16 -0.15 -0.27 0.117
H -4.685040 2.780375 2.863787 -0.08 0.09 -0.09 0.097
H -3.734453 2.546207 -1.325566 -0.03 0.11 0.08 0.092
H -4.000899 5.021456 -1.555536 0.00 -0.26 0.49 0.100
C 5.380186 0.491207 -2.498638 0.19 0.04 -0.16 -0.148
Si 4.564639 -1.178196 -2.445454 -0.59 0.08 0.24 0.414
C 4.877559 -2.161117 -3.999732 0.07 0.03 -0.14 -0.155
C 5.147373 -2.130283 -0.959247 0.25 -0.15 0.23 -0.139
O 2.916175 -0.880609 -2.394225 -0.15 0.03 -0.28 -0.168
C 1.950329 -1.070908 -1.375629 -0.36 -0.28 -0.52 -0.341
C 1.655010 -2.584989 -1.216240 0.22 0.68 0.20 -0.141
C 1.967712 -3.441622 -2.271590 0.29 -0.34 0.10 -0.052
C 1.840107 -4.823817 -2.117729 -0.15 0.36 0.05 -0.065
C 1.309075 -5.340253 -0.935402 -0.10 -0.04 -0.04 -0.084
C 0.872247 -4.478368 0.072862 0.01 0.29 -0.10 -0.061
C 1.050091 -3.097449 -0.065925 0.00 -0.32 0.02 -0.053
C 2.418661 -0.308810 -0.135121 0.56 -0.62 -0.11 -0.171
C 2.797779 -0.954641 1.042858 -0.04 0.47 0.24 -0.047
C 3.219924 -0.199081 2.142119 0.09 0.00 -0.24 -0.062
C 3.370218 1.182898 2.020594 -0.15 0.06 0.02 -0.080
C 3.092674 1.817366 0.802229 -0.02 -0.28 -0.16 -0.069
C 2.631094 1.066682 -0.280394 0.02 0.09 0.44 -0.059
C 0.631566 -0.411652 -1.911624 -0.09 -0.07 0.17 -0.175
C 0.122399 -1.034398 -3.222294 -0.23 0.66 -0.08 -0.102
C -1.052126 -1.944948 -2.857998 -0.07 -0.45 0.34 -0.131
C -1.504321 -1.534622 -1.442615 -0.23 -0.39 -0.06 -0.128
N -0.466648 -0.626931 -0.964323 0.23 0.08 -0.19 -0.060
C -0.549266 -0.014196 0.228073 -0.73 -0.07 1.12 -0.085
C -1.414734 -0.417780 1.236132 1.19 -0.07 -0.62 -0.174
C -1.942909 0.485354 2.198964 -0.81 0.31 -0.88 -0.178
C -2.544221 0.038680 3.460061 -0.63 -0.22 0.42 -0.277
C -2.663226 0.906692 4.563960 -0.03 -0.25 -0.37 -0.047
C -3.452484 0.559261 5.659371 0.05 -0.39 0.02 -0.086
C -4.130365 -0.668647 5.678568 0.09 0.15 -0.24 -0.089
C -3.983341 -1.557080 4.604285 0.43 0.09 0.02 -0.078
C -3.164492 -1.224528 3.524521 -0.17 0.25 0.38 -0.051
H 6.467971 0.357213 -2.437609 -0.12 0.19 -0.05 0.038
H 5.136602 1.003838 -3.438928 0.12 -0.04 0.19 0.040
H 5.054340 1.124895 -1.663194 0.10 -0.20 -0.16 0.025
H 5.959558 -2.311351 -4.110797 -0.17 0.00 -0.09 0.037
H 4.399680 -3.149837 -3.970366 0.17 0.24 0.02 0.026
H 4.508029 -1.623596 -4.883905 0.11 -0.14 0.16 0.041
H 6.150741 -2.522318 -1.190101 -0.21 0.04 0.15 0.042
H 5.226994 -1.483637 -0.074473 0.01 -0.18 -0.21 0.036
H 4.497303 -2.980886 -0.710994 0.16 0.18 -0.09 0.040
H 2.352233 -3.035917 -3.210761 -0.06 -0.16 0.49 0.099
H 2.161039 -5.468694 -2.936649 -0.17 0.03 0.29 0.108
H 1.215200 -6.416525 -0.809181 -0.01 0.18 -0.01 0.102
H 0.397716 -4.859667 0.980765 0.22 0.01 -0.32 0.109
H 0.753732 -2.418552 0.741492 -0.01 -0.37 -0.37 0.111
H 2.792774 -2.043722 1.109503 -0.10 0.48 0.04 0.110
H 3.439805 -0.714692 3.080223 0.05 0.28 -0.28 0.109
H 3.711527 1.772610 2.873505 -0.11 -0.18 -0.25 0.103
H 3.233980 2.891867 0.678003 0.03 -0.29 0.15 0.107
H 2.454088 1.537308 -1.253170 0.04 -0.10 0.48 0.125
H 0.787488 0.675353 -2.042274 0.08 -0.50 0.10 0.149
H -0.239374 -0.205841 -3.840531 0.10 -0.18 -0.06 0.119
H 0.910482 -1.546991 -3.775630 -0.11 0.15 0.11 0.105
H -1.883777 -1.856858 -3.561438 0.18 -0.04 0.02 0.110
H -0.730553 -2.993504 -2.835733 -0.09 0.22 -0.09 0.103
H -2.494317 -1.038778 -1.441274 0.49 -0.01 0.15 0.122
H -1.587538 -2.425779 -0.795348 0.05 0.31 -0.20 0.113
H 0.121123 0.829392 0.415592 -0.40 0.01 -0.38 0.131
H -1.775960 -1.447562 1.208152 -0.21 0.45 -0.14 0.092
H -1.610759 1.533237 2.163906 0.03 -0.48 0.03 0.122
H -2.136230 1.862431 4.537263 -0.23 -0.18 0.01 0.113
H -3.527982 1.238646 6.510565 -0.02 -0.19 -0.27 0.102
H -4.775219 -0.935094 6.519892 0.25 0.13 -0.27 0.100
H -4.488479 -2.525619 4.608584 0.12 0.33 0.06 0.104
H -3.050602 -1.921928 2.694738 -0.18 0.20 0.24 0.103
```
Positions in Å, forces in eV/Å.

Multiplicity: 1
Kohn-Sham gap in eV: 5.94
LUMO energy in eV: -0.233
DFT total energy in Eh: -2289.31651

=====

Quick rundown of highest occupied orbital energy, same order as above: -7.9; -7.3; -9.0; -6.2 eV